[1]
Molecular formula: C3H8NO
Method: DFT, ωB97M-V/def2-TZVPD

Last column: natural (NBO) charge in e.
Positions of all 13 atoms, in Å:
C1 1.339430 1.422825 0.043785  -0.662
C2 0.917223 0.161695 -0.706414  -0.238
N1 -0.480448 -0.165994 -0.842020  -0.695
C3 -1.098226 -1.045447 0.149195  0.096
O1 -0.764624 -0.506916 1.431457  -1.001
H1 0.363883 1.551673 0.785061  0.279
H2 2.389630 1.284831 0.671798  0.183
H3 1.476694 2.372023 -0.579864  0.173
H4 1.421283 0.137939 -1.689343  0.141
H5 1.073488 -0.805461 -0.218141  0.226
H6 -1.274137 0.515696 -1.243183  0.331
H7 -2.168114 -1.068886 -0.073718  0.089
H8 -0.753157 -2.004979 -0.129525  0.079

Force components x, y, z for each atom (eV/Å):
C -0.5 0.8 3.0
C -0.6 -1.0 -0.8
N -3.9 2.5 -3.5
C 1.2 3.6 3.0
O -1.0 -2.0 -1.7
H 2.9 -0.1 -1.4
H -2.7 0.3 -1.4
H -0.3 -1.4 0.5
H -0.1 -0.1 0.1
H 1.7 0.5 0.6
H 3.1 -1.4 1.3
H -0.5 0.2 -0.1
H 0.9 -1.9 0.4

Its charge is -1. For the relative energy (zero: lowest compared OMol25 entry of this formula, charge and spin), the calculation gives 2.0817 eV. The SMILES is CCNC[O-]. The HOMO energy is -2.118 eV.


[2]
Molecular formula: C15H32BN6O4P
Method: DFT, ωB97M-V/def2-TZVPD

Last column: natural (NBO) charge in e.
Positions of all 59 atoms, in Å:
C1 -2.239261 2.199174 -1.988454  -0.591
C2 -0.904354 1.850887 -1.317751  -0.800
B1 -0.467898 0.362954 -1.510837  1.053
O1 -1.171161 -0.487417 -2.306226  -0.864
C3 0.812981 -0.229253 -0.721194  -0.684
C4 2.018139 0.552366 -0.965887  0.291
N1 2.961026 1.167789 -1.185335  -0.320
C5 0.488098 -0.352613 0.814079  -0.629
C6 0.789827 -1.700543 1.281502  0.288
N2 0.984214 -2.775445 1.638174  -0.316
P1 1.318143 0.867090 1.927600  1.375
N3 0.617988 1.120309 3.303919  -1.309
H1 -2.479899 3.256890 -1.910334  0.215
H2 -2.174667 1.944885 -3.048040  0.202
H3 -3.056282 1.613877 -1.578082  0.219
H4 -0.974965 2.014749 -0.231948  0.225
H5 -0.121022 2.523951 -1.682982  0.250
H6 -1.142561 -1.400566 -2.013407  0.502
H7 1.015080 -1.235335 -1.107953  0.323
H8 -0.574424 -0.161383 0.984488  0.278
H9 1.439689 2.021661 1.141707  -0.047
H10 2.629117 0.375844 2.046114  -0.056
H11 -0.218131 0.556186 3.404656  0.377
C7 -5.793130 0.203120 -5.230731  -0.398
N4 -5.899400 1.281196 -4.272198  -0.430
C8 -6.611151 2.494371 -4.635505  -0.415
C9 -5.355510 1.204308 -3.041099  0.530
O2 -5.414963 2.087962 -2.208790  -0.625
H12 -5.275594 0.535443 -6.133008  0.196
H13 -6.781779 -0.164910 -5.512990  0.195
H14 -5.229152 -0.617688 -4.791223  0.211
H15 -5.949610 3.358786 -4.574047  0.215
H16 -7.447492 2.665212 -3.957411  0.215
H17 -6.983777 2.395246 -5.652418  0.202
H18 -4.834211 0.248516 -2.858773  0.107
C10 2.649201 1.553457 6.011859  -0.399
N5 3.382511 2.327952 6.994259  -0.430
C11 2.780151 3.530124 7.541404  -0.415
C12 4.608977 1.976013 7.423816  0.528
O3 5.257804 2.596831 8.244443  -0.629
H19 2.422273 2.149317 5.128361  0.211
H20 1.705460 1.198504 6.429272  0.198
H21 3.241722 0.691230 5.710657  0.205
H22 3.402354 4.400755 7.331575  0.212
H23 2.676204 3.448736 8.623912  0.211
H24 1.799625 3.668772 7.091825  0.204
H25 4.981326 1.050310 6.951770  0.102
C13 3.178295 -5.826674 -1.239631  -0.401
N6 2.733410 -4.744751 -2.095341  -0.414
C14 3.011470 -4.798943 -3.521510  -0.417
C15 2.070580 -3.686224 -1.610757  0.524
O4 1.679880 -2.751873 -2.301102  -0.665
H26 4.264010 -5.928227 -1.281725  0.200
H27 2.726861 -6.771214 -1.548104  0.198
H28 2.886532 -5.619412 -0.211890  0.219
H29 3.611102 -3.941199 -3.825558  0.219
H30 2.083080 -4.778637 -4.092196  0.215
H31 3.552302 -5.716096 -3.741175  0.205
H32 1.908021 -3.729356 -0.522862  0.135

Force components x, y, z for each atom (eV/Å):
C 0.4 -0.2 -0.2
C -0.3 0.0 -0.3
B 0.3 0.1 -0.1
O -0.6 0.4 0.6
C -0.2 -0.2 0.3
C -0.2 -0.2 -0.1
N 0.2 0.2 0.0
C 0.3 0.1 -0.4
C -0.3 -0.1 0.2
N 0.1 0.1 -0.1
P -0.4 0.3 1.0
N 0.0 -0.3 -0.5
H -0.1 0.0 0.1
H -0.1 0.1 0.0
H -0.1 0.1 0.1
H 0.1 0.2 0.0
H 0.1 0.0 0.2
H 0.5 -0.4 -0.4
H 0.1 0.1 -0.1
H 0.0 -0.1 0.1
H 0.2 -0.1 -0.2
H 0.1 0.1 -0.4
H 0.0 0.1 0.3
C 0.0 0.1 0.0
N 0.0 0.0 0.0
C 0.0 0.0 0.0
C 0.0 0.0 0.0
O -0.1 0.0 0.0
H 0.0 0.0 0.0
H 0.0 0.0 0.0
H 0.0 0.0 0.0
H 0.0 0.0 0.0
H 0.0 0.0 0.0
H 0.0 0.0 0.0
H 0.0 0.0 0.0
C 0.0 0.1 0.1
N 0.0 0.0 0.0
C 0.0 0.0 0.0
C 0.0 0.0 0.0
O 0.0 0.0 0.0
H 0.0 0.0 0.0
H 0.0 0.0 -0.1
H 0.0 0.0 0.0
H 0.0 0.0 0.0
H 0.0 0.0 0.0
H 0.0 0.0 0.0
H 0.0 0.0 0.0
C 0.0 0.0 -0.1
N 0.0 0.0 0.0
C 0.0 0.0 0.0
C 0.1 0.0 0.0
O -0.1 -0.1 0.1
H 0.0 0.0 0.0
H 0.0 0.0 0.0
H 0.0 0.0 0.0
H 0.0 0.0 0.0
H 0.0 0.0 0.0
H 0.0 0.0 0.0
H 0.0 0.0 0.0

Its charge is 0. The SMILES is CCB(O)[C@@H](C#N)[C@@H](C#N)[PH2]=N.CN(C)C=O.CN(C)C=O.CN(C)C=O. The HOMO energy is -8.918 eV.


[3]
Molecular formula: C2H7O2
Method: DFT, ωB97M-V/def2-TZVPD

Last column: natural (NBO) charge in e.
Positions of all 11 atoms, in Å:
O1 -1.460773 -0.789702 1.212687  -0.925
H1 -1.744368 -1.575797 0.670935  0.491
H2 1.728474 -0.656620 -0.879800  0.218
H3 -1.094329 -1.260374 1.932155  0.472
C1 1.278637 0.407886 -0.889240  -0.703
C2 -0.083623 0.360765 -0.487103  0.125
O2 -0.635812 1.243378 0.264930  -0.707
H4 1.948271 1.070460 -0.161033  0.204
H5 1.346605 1.059731 -1.775604  0.221
H6 -0.702161 -0.443450 -0.930216  0.099
H7 -0.580922 0.583724 1.042289  0.504

Force components x, y, z for each atom (eV/Å):
O -1.7 -2.4 -0.6
H 0.3 1.5 0.3
H -0.4 1.8 -0.8
H 0.7 -0.6 1.8
C 3.5 0.9 1.3
C 0.1 -3.1 -3.9
O -0.6 1.3 3.7
H -1.4 -1.5 -0.9
H 0.6 -0.9 -0.6
H 0.2 0.5 0.1
H -1.3 2.3 -0.3

Its charge is 0. For the relative energy (zero: lowest compared OMol25 entry of this formula, charge and spin), the calculation gives 1.7788 eV. The HOMO energy (spin up / spin down) is -6.209 / -9.866 eV. The multiplicity is 2.


[4]
Molecular formula: C5H12N2
Method: DFT, ωB97M-V/def2-TZVPD

Last column: natural (NBO) charge in e.
Positions of all 19 atoms, in Å:
C1 -1.007044 0.076935 1.116451  -0.213
C2 -0.858458 -1.118911 2.012417  -0.645
C3 -1.912695 0.109436 0.071840  -0.489
H1 -0.683627 1.025805 1.531056  0.215
H2 0.469696 -0.111768 0.148786  0.213
H3 -1.079118 -0.268715 -1.107317  0.088
H4 -2.585061 -0.729353 -0.075436  0.220
H5 0.161370 -1.209581 2.390765  0.218
H6 -1.120648 -2.037364 1.485824  0.216
H7 -1.521413 -1.036817 2.879259  0.222
H8 -2.273002 1.064809 -0.291077  0.233
C4 1.710576 1.118567 -1.234470  0.070
C5 1.222871 -0.204149 -0.746348  -0.006
N1 0.971000 2.144153 -1.203931  -0.584
N2 1.874729 -1.301931 -0.869221  -0.605
H9 1.419315 2.963564 -1.613333  0.344
H10 2.672011 -1.205982 -1.504001  0.322
H11 2.748776 1.123937 -1.603640  0.151
H12 -0.209274 -0.402634 -1.387624  0.031

Force components x, y, z for each atom (eV/Å):
C -1.7 0.2 0.0
C 0.2 -0.1 -0.1
C 0.3 0.2 1.7
H 0.3 0.0 -0.2
H 0.5 -0.1 -0.9
H 1.7 -0.2 -1.0
H 0.1 -0.1 -0.1
H 0.0 -0.1 0.0
H 0.1 0.0 0.0
H 0.0 0.1 0.0
H 0.2 0.0 -0.2
C 0.1 0.1 -0.4
C 0.3 -0.3 1.5
N -0.2 -0.2 0.0
N -0.2 0.3 -0.2
H 0.1 -0.1 0.2
H 0.1 0.2 0.2
H -0.2 0.0 -0.1
H -1.9 0.2 -0.2

Its charge is 0. For the relative energy (zero: lowest compared OMol25 entry of this formula, charge and spin), the calculation gives 5.3403 eV. The HOMO energy is -8.371 eV.